1.
Density functional theory data (ωB97M-V/def2-TZVPD) for a molecular structure, C2H6O2Pt at a distorted geometry.

Results
net charge	+1
lowest unoccupied orbital energy (alpha / beta)	-0.2097 / -0.2749	hartree
frontier orbital gap (alpha / beta)	0.310 / 0.302	Eh
energy	-9497.5379	eV
molar mass	257.146	g/mol
expectation value of S²	3.777
multiplicity	4
energy above the lowest of the compared OMol25 structures with the same formula, charge and spin	1.845	eV

Structure (XYZ):
```
11
Properties=species:S:1:pos:R:3:forces:R:3
O -1.89215 1.36926 1.93022 -0.69 0.24 0.10
Pt -0.98256 2.03136 0.48913 -9.20 7.45 -0.36
C 0.25091 -0.44523 0.19251 -2.64 -2.38 1.78
C 0.33318 -0.73308 -1.27955 -0.18 0.25 -0.19
H -0.77996 -0.65171 0.79063 2.02 -0.45 -2.00
H 0.99632 -0.99940 0.77796 0.16 0.42 -0.31
H -0.43684 -0.19302 -1.84671 0.13 -0.17 0.12
H 1.32020 -0.46315 -1.68089 -0.25 -0.04 0.21
H 0.19158 -1.81017 -1.44914 -0.02 0.34 0.16
O 0.36152 0.96019 0.52629 10.67 -5.90 3.43
H 0.63780 0.93496 1.54956 0.00 0.25 -2.94
```
Forces are in eV/Å.

=====

2.
Density functional theory data (ωB97M-V/def2-TZVPD) for a molecular structure, C2H6O2Rb at a distorted geometry.

Results
net charge	+1
lowest unoccupied orbital energy	-0.1382	hartree
frontier orbital gap	0.396	Eh
energy	-6915.8512	eV
molar mass	147.536	g/mol
energy above the lowest of the compared OMol25 structures with the same formula, charge and spin	0.518	eV

Structure (XYZ):
```
11
Properties=species:S:1:pos:R:3:forces:R:3
Rb -1.50473 0.08805 -2.61137 -0.07 0.00 0.16
C 0.19749 -1.02091 0.15577 -0.68 1.92 -0.14
C 0.65313 0.47412 0.34081 0.58 -0.68 0.92
O -0.00536 1.38892 -0.49882 -1.08 -0.43 -1.55
O -1.19205 -1.16963 0.44781 -0.18 0.07 -0.10
H 0.82312 -1.64695 0.79197 -0.03 -0.04 -0.08
H 0.20382 -1.35806 -0.88076 1.03 -0.05 -0.08
H 1.73436 0.57359 0.24516 0.13 -0.29 -0.26
H 0.44216 0.77473 1.36709 -0.09 -0.34 0.34
H 0.15262 2.31910 -0.32159 0.36 -0.15 0.45
H -1.50456 -0.42295 0.96395 0.02 -0.01 0.34
```
Forces are in eV/Å.

=====

3.
Density functional theory data (ωB97M-V/def2-TZVPD) for 2 unconnected molecules or ions with the total composition C2H6O2S at a distorted geometry.

Results
lowest unoccupied orbital energy (alpha / beta)	-0.0019 / 0.0015	hartree
frontier orbital gap (alpha / beta)	0.296 / 0.300	Eh
energy	-17097.9061	eV
molar mass	94.135	g/mol
energy above the lowest of the compared OMol25 structures with the same formula, charge and spin	3.615	eV

Structure (XYZ):
```
11
Properties=species:S:1:pos:R:3:forces:R:3
C -1.13475 0.73851 0.11438 1.18 1.71 -0.76
C 1.25719 -1.43621 -0.25556 -0.45 2.43 -1.69
O 1.92824 1.11733 0.24601 0.90 1.36 -1.14
O -2.39937 0.96087 0.60623 0.14 -1.38 0.63
S 1.12189 0.08999 0.86460 -2.35 -2.06 1.37
H -1.20999 -0.01678 -0.62660 -0.08 -0.82 -0.50
H -0.76013 1.67950 -0.33897 0.52 -0.52 0.45
H -2.50101 1.69034 1.21603 0.50 0.36 0.10
H 0.22518 -1.58019 -0.53232 -0.35 -0.86 0.10
H 1.83426 -2.35422 -0.13892 -0.07 0.39 0.91
H 1.63849 -0.88913 -1.15489 0.07 -0.58 0.52
```
Forces are in eV/Å.

=====

4.
Density functional theory data (ωB97M-V/def2-TZVPD) for 2 unconnected molecules or ions with the total composition C2H6O2S2 at a distorted geometry.

Results
net charge	-1
lowest unoccupied orbital energy (alpha / beta)	0.1091 / 0.1163	hartree
frontier orbital gap (alpha / beta)	0.082 / 0.305	Eh
energy	-27935.0587	eV
molar mass	126.202	g/mol
expectation value of S²	0.751
multiplicity	2
energy above the lowest of the compared OMol25 structures with the same formula, charge and spin	2.014	eV

Structure (XYZ):
```
12
Properties=species:S:1:pos:R:3:forces:R:3
C -0.69928 -1.79120 0.99974 0.74 -0.54 -1.34
S 0.23784 -2.14658 -0.64001 1.19 1.58 2.76
S -1.23322 -3.05542 -1.56996 -1.85 -1.66 -1.31
H -0.74019 -2.66488 1.66355 0.48 0.45 -0.06
H -0.31235 -0.85599 1.37195 0.48 -0.06 0.64
H -1.70071 -1.57594 0.70550 -0.72 0.04 -0.35
H -2.12188 -2.05200 -1.61178 -0.28 0.28 -0.31
O 1.15166 2.75480 -1.50603 -0.93 -0.93 1.13
C 1.10662 2.42000 -0.33211 2.41 1.80 -0.61
O 1.62624 3.38179 0.60984 -1.04 -4.24 1.20
H 1.10794 1.37355 0.08665 -0.35 0.93 -0.20
H 1.57734 4.21185 0.22266 -0.12 2.36 -1.57
```
Forces are in eV/Å.

=====

5.
Density functional theory data (ωB97M-V/def2-TZVPD) for 2 unconnected molecules or ions with the total composition C2H6O2SSi at a distorted geometry.

Results
lowest unoccupied orbital energy	0.0161	hartree
frontier orbital gap	0.343	Eh
energy	-24974.6127	eV
molar mass	122.221	g/mol
energy above the lowest of the compared OMol25 structures with the same formula, charge and spin	4.136	eV

Structure (XYZ):
```
12
Properties=species:S:1:pos:R:3:forces:R:3
C -1.65571 -1.77277 -1.55173 -0.66 0.96 0.12
C -2.63321 -1.08483 -1.51496 0.68 -1.28 -0.17
O -1.28385 1.60112 0.23169 -0.14 -0.23 -0.55
O 1.03365 1.98859 -0.83724 -0.30 -0.09 -1.94
Si 1.00043 0.29654 1.38909 1.30 0.93 -0.82
S -0.19835 0.85259 -0.44928 0.78 1.37 0.63
H -0.68778 -2.12569 -1.52266 1.26 -0.82 -0.06
H 1.07586 2.19443 -1.83211 -0.46 -0.61 2.09
H -3.60932 -0.76551 -1.54177 -1.44 0.94 0.06
H 2.34131 1.10270 0.99718 -1.36 -1.35 0.85
H 0.30598 0.89875 2.55765 0.10 -0.20 -0.28
H 1.03681 -1.19952 1.45008 0.23 0.40 0.07
```
Forces are in eV/Å.

=====

6.
Density functional theory data (ωB97M-V/def2-TZVPD) for 2 unconnected molecules or ions with the total composition C2H6O3 at a distorted geometry.

Results
lowest unoccupied orbital energy	0.0166	hartree
frontier orbital gap	0.397	Eh
energy	-8312.6067	eV
molar mass	78.067	g/mol
structure (SMILES)	O=CO.CO
energy above the lowest of the compared OMol25 structures with the same formula, charge and spin	1.901	eV

Structure (XYZ):
```
11
Properties=species:S:1:pos:R:3:forces:R:3
O 0.03388 2.66945 1.70363 -1.41 -3.04 0.57
C -0.44605 1.53363 1.77996 0.72 3.07 -0.63
O -0.89303 0.84618 0.71073 1.29 -0.28 0.43
H -0.62550 0.95586 2.69932 0.39 0.37 0.32
H -0.30066 0.02755 0.73291 -1.28 0.32 -0.48
C 0.34002 -0.81361 -1.57390 -3.58 0.79 1.29
O 0.24572 -1.21861 -0.12906 1.07 -0.93 -2.84
H -0.12732 0.18851 -1.58296 -0.04 -0.60 -0.16
H -0.25850 -1.49551 -2.24967 0.86 0.59 0.93
H 1.31172 -0.63557 -1.88056 2.15 -0.29 -0.47
H 0.71972 -2.05788 -0.21039 -0.17 0.01 1.05
```
Forces are in eV/Å.

=====

7.
Density functional theory data (ωB97M-V/def2-TZVPD) for 2 unconnected molecules or ions with the total composition C2H6O3 at a distorted geometry.

Results
lowest unoccupied orbital energy	0.0139	hartree
frontier orbital gap	0.434	Eh
energy	-8313.7838	eV
molar mass	78.067	g/mol
structure (SMILES)	O=C(O)O.C
energy above the lowest of the compared OMol25 structures with the same formula, charge and spin	0.724	eV

Structure (XYZ):
```
11
Properties=species:S:1:pos:R:3:forces:R:3
O 1.36279 0.53529 1.13199 0.49 -0.53 0.15
C 0.43778 1.17853 1.49266 -0.31 1.35 -0.78
O -0.86752 0.90444 1.32814 -1.25 -2.87 -0.89
O 0.47056 2.43170 1.98822 -2.48 -0.32 1.28
H -1.02433 -0.01174 0.91428 0.67 1.92 0.90
H -0.52660 2.53287 2.27794 2.88 0.42 -0.69
C 0.03003 -1.51767 -1.76901 0.87 -1.87 -0.40
H -0.68248 -0.80362 -2.00148 -1.64 1.58 -0.06
H 0.75354 -1.38935 -2.56559 0.64 0.09 0.18
H -0.43280 -2.51022 -2.03071 0.50 0.76 1.06
H 0.47904 -1.35024 -0.76645 -0.36 -0.54 -0.75
```
Forces are in eV/Å.

=====

8.
Density functional theory data (ωB97M-V/def2-TZVPD) for 2 unconnected molecules or ions with the total composition C2H6O3 at a distorted geometry.

Results
net charge	+1
lowest unoccupied orbital energy (alpha / beta)	-0.1508 / -0.3814	hartree
frontier orbital gap (alpha / beta)	0.515 / 0.220	Eh
energy	-8302.9473	eV
molar mass	78.067	g/mol
expectation value of S²	0.759
multiplicity	2
energy above the lowest of the compared OMol25 structures with the same formula, charge and spin	1.373	eV

Structure (XYZ):
```
11
Properties=species:S:1:pos:R:3:forces:R:3
C -0.82124 2.26685 0.09408 0.60 1.16 -0.68
O -0.66442 1.03890 -0.60378 0.01 -0.32 1.13
H -0.14565 2.32770 0.95862 -0.06 -0.31 0.11
H -0.51616 3.06470 -0.58515 0.06 -0.22 -0.04
H -1.84385 2.45050 0.40804 -0.27 -0.46 0.19
H -1.05787 0.34746 -0.03752 -0.53 -0.02 -0.02
O 0.36313 -0.62850 1.09367 -0.42 0.67 -0.06
C 0.70427 -1.52391 0.33529 0.89 -1.16 -0.03
O 0.60580 -1.44120 -0.95818 0.21 0.04 0.87
H 1.18678 -2.43738 0.72108 -0.33 0.08 0.01
H 0.37452 -0.50312 -1.02283 -0.15 0.54 -1.47
```
Forces are in eV/Å.

=====

9.
Density functional theory data (ωB97M-V/def2-TZVPD) for 2 unconnected molecules or ions with the total composition C2H6O3PS at a distorted geometry.

Results
net charge	-1
lowest unoccupied orbital energy	0.1137	hartree
frontier orbital gap	0.259	Eh
energy	-28438.5082	eV
molar mass	141.108	g/mol
energy above the lowest of the compared OMol25 structures with the same formula, charge and spin	2.923	eV

Structure (XYZ):
```
13
Properties=species:S:1:pos:R:3:forces:R:3
C -0.34811 -0.13741 -1.80486 0.42 3.25 1.42
C -0.75797 0.14461 1.72996 1.41 -0.28 1.24
O 2.54637 -1.44783 0.26370 -1.27 1.04 0.38
O 0.42082 -1.11506 -1.12221 0.57 1.03 0.35
O 0.18322 -0.84738 1.37301 2.50 -0.82 -0.23
P 1.33796 -0.56815 0.18958 -1.48 1.10 -0.61
S 1.12213 2.29659 -0.03583 0.61 -2.63 0.21
H -0.81265 -0.52137 -2.63865 -0.44 -1.56 -2.18
H 0.27315 0.81254 -2.12462 -1.12 -1.91 0.82
H -1.26491 0.25003 -1.24883 1.35 -0.31 0.11
H -0.66277 0.40083 2.84243 -0.74 -0.91 -1.28
H -1.64343 -0.29119 1.31366 -1.26 0.64 0.50
H -0.39382 1.02377 1.26264 -0.55 1.36 -0.75
```
Forces are in eV/Å.

=====

10.
Density functional theory data (ωB97M-V/def2-TZVPD) for a molecular structure, C2H6O3S2 at a distorted geometry.

Results
lowest unoccupied orbital energy	0.0084	hartree
frontier orbital gap	0.361	Eh
energy	-29980.6384	eV
molar mass	142.201	g/mol
energy above the lowest of the compared OMol25 structures with the same formula, charge and spin	2.953	eV

Structure (XYZ):
```
13
Properties=species:S:1:pos:R:3:forces:R:3
C -0.53868 0.34553 -1.51827 -3.80 -2.29 -1.84
C -0.70611 -0.93587 -0.65091 -0.76 3.27 -0.62
O 0.88654 0.93160 0.57000 -0.36 0.08 0.64
O -1.65024 0.48748 1.34425 -0.22 1.16 -0.22
O 2.43724 -0.77535 1.39425 0.53 -0.55 0.15
S 2.10761 0.61009 1.63014 -1.46 0.65 1.70
S -0.39761 -0.14921 0.99081 -1.03 -2.53 1.29
H 0.34259 0.72273 -1.19345 2.14 2.01 -0.09
H -0.55253 0.16050 -2.61263 0.15 -0.09 0.66
H -1.48180 0.89908 -1.28816 1.17 0.32 -0.18
H 0.09104 -1.58081 -0.70315 1.77 -1.85 -0.55
H -1.69097 -1.37075 -0.87785 0.38 -0.03 1.12
H 1.15290 0.65497 2.91497 1.48 -0.16 -2.06
```
Forces are in eV/Å.

=====

11.
Density functional theory data (ωB97M-V/def2-TZVPD) for C2H6O3S2 in the gas phase at a distorted geometry.

Results
lowest unoccupied orbital energy	0.0164	hartree
frontier orbital gap	0.367	Eh
energy	-29981.5503	eV
molar mass	142.201	g/mol
structure (SMILES)	O=S(=O)(O)CCS
energy above the lowest of the compared OMol25 structures with the same formula, charge and spin	2.041	eV

Structure (XYZ):
```
13
Properties=species:S:1:pos:R:3:forces:R:3
O 0.84113 -0.78087 1.70297 0.72 0.03 -2.62
S 1.16461 -0.65056 0.27345 -1.89 1.01 3.05
O 1.33871 -1.74474 -0.59294 0.39 -1.73 -0.72
O 2.50044 0.21811 0.18051 -7.31 5.44 2.64
C -0.06270 0.47846 -0.47573 2.78 3.51 10.16
C -1.36980 0.59132 0.37677 0.03 0.16 -3.55
S -2.43782 -0.90792 0.27679 0.37 1.14 -3.23
H 3.17311 -0.24048 -0.05437 7.16 -5.14 -2.65
H -0.24180 0.18114 -1.31086 -1.96 -3.83 -9.96
H 0.63661 1.33596 -0.57071 -1.23 0.34 0.26
H -1.90512 1.52256 0.13460 -0.03 -0.53 -0.44
H -1.05451 0.76712 1.31044 0.82 0.01 3.86
H -2.58287 -0.77010 -1.25090 0.16 -0.41 3.21
```
Forces are in eV/Å.

=====

12.
Density functional theory data (ωB97M-V/def2-TZVPD) for C2H6O3Si in the gas phase at a distorted geometry.

Results
lowest unoccupied orbital energy	0.0128	hartree
frontier orbital gap	0.288	Eh
energy	-16188.3903	eV
molar mass	106.153	g/mol
structure (SMILES)	OC(O)=C(O)[SiH3]
energy above the lowest of the compared OMol25 structures with the same formula, charge and spin	3.534	eV

Structure (XYZ):
```
12
Properties=species:S:1:pos:R:3:forces:R:3
O 0.21961 -0.28278 1.98947 2.37 0.77 -0.06
C -0.57777 -0.56301 0.94016 0.29 1.44 -5.19
O -1.59863 -1.43444 1.21524 0.40 0.18 0.59
C -0.46223 0.01360 -0.42222 2.38 -0.81 5.89
O -1.28821 -0.29123 -1.41511 -2.41 -1.05 -1.41
Si 1.17052 0.98151 -0.97191 -0.25 -0.36 -2.12
H 1.14839 0.10311 1.74064 -2.77 -1.11 0.35
H -1.47362 -1.94474 2.05276 0.22 0.89 -0.92
H -2.16896 -0.65248 -1.13486 1.33 0.46 0.01
H 1.30177 2.32280 -0.41714 0.27 0.04 1.04
H 1.22077 1.55768 -2.42961 -0.74 -0.88 0.90
H 2.50835 0.18999 -1.14741 -1.09 0.42 0.92
```
Forces are in eV/Å.